# C55H56N5NdOP2S2

A structure of composition C55H56N5NdOP2S2 at a distorted geometry (ωB97M-V with the def2-TZVPD basis set, OMol25).

Geometry as XYZ:
```
122
Properties=species:S:1:pos:R:3:forces:R:3
Nd 0.507 -0.631 -0.313 0.625 -0.657 -0.274
C 2.795 -3.433 0.550 -0.082 0.142 0.202
N 2.289 -2.815 -0.685 -0.146 0.145 -0.173
C 3.464 -2.474 -1.504 0.081 -0.029 -0.099
C 3.163 -1.937 -2.878 -0.071 -0.047 -0.030
C 4.187 -1.913 -3.820 -0.022 0.018 -0.045
C 3.903 -1.487 -5.104 0.009 -0.018 0.079
C 2.596 -1.134 -5.409 0.034 -0.005 0.003
C 1.649 -1.188 -4.406 -0.027 0.057 -0.048
N 1.919 -1.550 -3.148 0.187 -0.027 0.065
C 1.403 -3.768 -1.376 -0.116 -0.024 -0.041
C 0.205 -4.090 -0.525 0.029 -0.150 0.032
C -0.424 -5.321 -0.642 0.020 0.034 -0.013
C -1.465 -5.636 0.216 0.048 0.094 -0.001
C -1.816 -4.717 1.193 0.008 -0.091 -0.017
C -1.163 -3.499 1.216 -0.080 0.017 0.081
N -0.194 -3.161 0.359 -0.045 -0.063 -0.201
C 3.063 -2.445 1.647 0.102 -0.073 -0.041
C 4.162 -2.618 2.477 -0.001 0.017 0.023
C 4.311 -1.809 3.591 -0.118 -0.012 -0.048
C 3.330 -0.865 3.846 0.092 -0.040 0.071
C 2.286 -0.740 2.949 -0.016 -0.035 0.092
N 2.147 -1.489 1.849 -0.089 0.260 0.032
H 3.695 -4.026 0.355 -0.030 0.006 -0.051
H 2.046 -4.122 0.941 0.018 -0.007 -0.031
H 4.096 -3.363 -1.637 -0.021 0.006 0.068
H 4.041 -1.732 -0.946 0.037 -0.078 0.027
H 5.182 -2.240 -3.548 0.009 -0.003 0.003
H 4.678 -1.458 -5.858 0.005 0.009 -0.014
H 2.318 -0.830 -6.407 -0.041 -0.004 -0.004
H 0.619 -0.939 -4.618 0.029 0.042 -0.035
H 1.931 -4.696 -1.629 0.000 0.015 0.028
H 1.064 -3.311 -2.304 0.042 -0.072 -0.018
H -0.090 -6.022 -1.394 0.037 -0.030 0.027
H -1.971 -6.588 0.138 0.000 -0.017 0.030
H -2.579 -4.942 1.922 -0.039 0.067 -0.002
H -1.423 -2.763 1.962 -0.014 0.029 -0.030
H 4.882 -3.397 2.262 0.000 0.000 -0.042
H 5.158 -1.930 4.252 0.002 0.003 0.015
H 3.372 -0.235 4.724 -0.035 0.052 -0.021
H 1.515 -0.005 3.135 0.021 -0.020 0.001
C -0.965 1.401 2.860 0.090 -0.165 -0.265
C -1.674 0.104 2.453 -0.099 0.172 -0.261
P -2.526 0.354 0.811 -0.572 -0.333 0.984
C -3.665 -1.090 0.687 0.194 -0.058 -0.172
C -4.397 -1.157 -0.499 0.046 0.039 0.084
C -5.362 -2.133 -0.682 -0.006 0.038 -0.032
C -5.606 -3.063 0.319 -0.001 -0.031 -0.021
C -4.902 -2.987 1.511 -0.018 -0.037 0.046
C -3.945 -2.000 1.701 -0.036 -0.009 0.013
C -3.902 1.472 1.379 0.136 0.392 -0.154
C -4.394 2.495 0.570 0.040 -0.049 0.008
C -5.447 3.294 0.992 -0.044 0.011 0.019
C -6.027 3.089 2.233 -0.003 0.008 -0.067
C -5.557 2.063 3.038 -0.027 -0.044 0.107
C -4.517 1.253 2.612 0.067 -0.012 0.009
P 0.447 1.830 1.727 -0.515 0.891 0.210
C 1.405 2.895 2.879 0.314 -0.403 -0.015
C 2.737 2.631 3.173 -0.080 -0.027 -0.066
C 3.438 3.442 4.055 0.078 0.025 0.047
C 2.811 4.527 4.645 0.008 -0.083 -0.006
C 1.480 4.797 4.352 -0.039 0.048 0.027
C 0.780 3.992 3.471 -0.003 -0.044 0.007
C -0.104 3.197 0.643 0.138 -0.169 -0.162
C 0.921 3.759 -0.119 -0.098 0.073 0.138
C 0.656 4.810 -0.977 0.056 -0.008 -0.001
C -0.638 5.301 -1.093 -0.015 0.026 -0.043
C -1.653 4.759 -0.322 -0.086 0.020 -0.016
C -1.386 3.714 0.552 0.065 -0.043 0.051
H -0.530 1.284 3.855 0.018 0.059 -0.019
H -1.678 2.226 2.915 0.020 -0.005 0.075
H -2.357 -0.192 3.247 0.074 -0.174 -0.026
H -0.925 -0.694 2.325 -0.046 -0.048 0.186
H -4.215 -0.408 -1.262 0.003 -0.068 -0.099
H -5.925 -2.167 -1.605 -0.017 -0.001 0.000
H -6.353 -3.831 0.176 -0.019 0.003 0.017
H -5.108 -3.693 2.306 -0.031 0.014 0.017
H -3.450 -1.947 2.664 0.077 0.018 -0.035
H -3.940 2.665 -0.391 0.032 0.050 -0.023
H -5.809 4.085 0.347 -0.014 -0.008 -0.010
H -6.847 3.711 2.565 0.011 0.020 0.014
H -6.002 1.886 4.008 -0.032 -0.022 -0.005
H -4.215 0.438 3.255 0.017 0.004 0.015
H 3.227 1.789 2.700 0.000 0.048 0.038
H 4.474 3.226 4.284 0.023 0.011 -0.026
H 3.355 5.159 5.334 -0.002 0.018 0.003
H 0.985 5.642 4.814 0.005 0.017 -0.013
H -0.251 4.228 3.237 -0.009 0.017 -0.009
H 1.930 3.376 -0.002 0.030 0.037 -0.120
H 1.454 5.246 -1.564 0.021 0.003 0.003
H -0.849 6.110 -1.780 -0.004 0.029 0.024
H -2.661 5.149 -0.392 0.004 0.022 0.004
H -2.184 3.322 1.162 -0.035 0.003 0.010
S -0.351 1.855 -4.448 0.034 -0.329 0.349
C 1.037 2.604 -3.803 0.045 0.014 -0.128
C 1.449 2.023 -2.645 0.143 0.014 -0.074
C 0.642 0.931 -2.195 -0.200 -0.153 0.003
C -0.366 0.709 -3.111 0.137 0.462 -0.111
C -1.323 -0.390 -3.122 -0.222 -0.190 -0.154
C -2.219 -0.552 -4.185 0.078 0.007 0.075
C -3.044 -1.655 -4.238 0.058 -0.023 0.098
C -2.989 -2.575 -3.200 0.013 0.063 -0.081
C -2.125 -2.324 -2.156 -0.003 -0.300 0.135
N -1.289 -1.281 -2.103 0.284 0.347 -0.057
H 1.470 3.446 -4.321 0.048 0.013 0.026
H 2.337 2.364 -2.132 -0.070 0.094 0.080
H -2.249 0.194 -4.967 -0.005 -0.044 -0.063
H -3.720 -1.799 -5.070 -0.007 0.020 -0.018
H -3.618 -3.453 -3.189 -0.004 -0.016 0.058
H -2.112 -2.999 -1.309 0.041 0.024 -0.008
O -2.740 1.710 -1.845 -0.406 0.117 -0.157
H -1.871 2.084 -2.042 -0.041 0.047 -0.007
H -3.327 2.008 -2.551 0.153 0.066 -0.014
C 5.244 0.990 0.912 -0.227 -0.118 -0.165
S 3.865 0.826 -0.254 -0.017 0.151 -0.047
C 4.810 1.018 -1.789 -0.158 -0.023 0.220
H 6.003 0.245 0.682 0.044 -0.005 0.061
H 4.864 0.826 1.917 0.059 -0.036 0.007
H 5.662 1.991 0.834 0.027 0.009 0.045
H 5.233 2.020 -1.833 0.013 0.009 -0.051
H 4.131 0.863 -2.624 0.016 0.013 -0.033
H 5.609 0.278 -1.815 0.008 -0.018 -0.075
```
Positions in Å, forces in eV/Å.

strongest force on any atom = 1.2 eV Å⁻¹
2S+1 = 4
charge = +2
<S²> = 3.75
relative energy (zero: lowest compared OMol25 entry of this formula, charge and spin) = 0.000 eV
LUMO level (spin up / spin down) = -4.5208 / -4.4469 eV

Atom charges from the Löwdin analysis, given in e for atoms 1 to 5:
1 Nd 1.668
2 C -0.126
3 N -0.205
4 C -0.143
5 C -0.277